{
  "formula": "C5H2OS",
  "method": "the ωB97M-V functional and the def2-TZVPD basis",
  "lumo_energy_ev": 0.20,
  "e_tot_ha": -665.05275,
  "e_above_lowest_ev": 0.000,
  "elements": ["C", "C", "C", "C", "O", "H", "C", "S", "H"],
  "coordinates": [[1.7242, -1.0126, 0.0029], [-1.4241, 0.7040, 0.0071], [-0.7956, -0.4821, -0.0072], [1.1196, 1.0761, -0.0059], [2.7658, -1.4949, 0.0081], [-1.2613, -1.4496, -0.0259], [0.6257, -0.2863, -0.0108], [-0.2792, 2.0326, 0.0025], [-2.4750, 0.9129, 0.0291]],
  "atomic_forces_ev_per_a": [[2.260, -0.831, -0.041], [0.193, 0.260, 0.004], [-0.244, -0.221, -0.008], [-0.241, -0.121, -0.007], [-0.907, -0.052, 0.019], [-0.218, -0.133, 0.041], [-0.898, 1.936, -0.001], [0.367, -0.662, 0.030], [-0.313, -0.177, -0.038]]
}